# 1
21
Properties=species:S:1:pos:R:3:forces:R:3:lowdin_charge:R:1 method="wB97M-V/def2-TZVPD" lumo_energy_ev=-3.54 relative_energy_kcal_mol=180.1 total_energy_ha=-440.42822 homo_ev=-9.6962 gap_ev=6.160
C -0.7607 1.8231 -0.9007 -1.744 1.667 -0.738 -0.13
C 0.3452 1.3576 -0.0296 0.953 -0.665 -0.342 -0.20
C 1.2591 0.5174 -0.9198 -1.060 -1.050 0.155 -0.27
N 2.0258 -0.4869 -0.2726 -1.726 -1.202 -1.628 0.20
C 0.8968 -0.9511 -0.9818 5.415 2.327 -0.710 -0.11
H -1.2542 1.0578 -1.4997 0.321 -0.435 0.442 0.07
H -1.5589 2.2291 -0.2789 0.023 0.056 -0.059 0.07
H -0.5406 2.5865 -1.6573 0.620 0.134 0.353 0.08
H 0.9727 2.0926 0.4794 -0.306 0.419 -0.264 0.12
H 1.7561 0.9430 -1.7885 0.065 0.457 0.257 0.15
H 1.1803 -1.6538 -1.7650 -0.588 -0.325 0.140 0.15
H 0.0249 -1.2824 -0.3445 -3.176 -0.419 0.720 0.11
H 2.1663 -1.9163 2.3725 0.400 -0.334 0.298 0.03
H 1.8289 -0.9782 1.2150 -0.147 -0.541 1.417 -0.03
O 1.4592 -1.3630 2.0553 -0.203 0.511 -0.578 -0.06
H -0.0693 0.7286 0.7616 0.054 -0.100 -0.102 0.10
H -3.0661 0.2626 1.7900 -0.023 -0.512 -0.124 0.01
O -2.5967 0.5473 1.0073 0.036 0.085 -0.690 -0.13
H -1.9174 -1.7794 -0.8989 0.406 -0.135 0.073 0.04
H -2.3313 -0.2111 0.3503 -0.321 0.958 1.635 -0.02
O -1.4637 -1.0134 -0.5153 0.999 -0.895 -0.254 -0.21

# 2
22
Properties=species:S:1:pos:R:3:forces:R:3:lowdin_charge:R:1 method="wB97M-V/def2-TZVPD" lumo_energy_ev=-10.56 relative_energy_kcal_mol=21.5 charge=+2 total_energy_ha=-872.62718 homo_ev=-15.5536 gap_ev=4.992
O -0.0003 3.7056 -4.0904 0.012 -4.462 -4.312 -0.01
C 0.0021 2.8497 -4.9053 -0.013 4.376 4.392 0.04
Hg -0.0004 -0.3942 -2.5679 -0.011 -0.748 1.389 1.10
C 1.9595 -1.4173 -3.5859 3.636 -2.188 -0.233 0.05
C -1.9649 -1.4235 -3.5828 -2.916 -1.695 -0.182 0.05
O 2.9265 -2.0247 -3.7118 -3.910 2.487 0.337 0.19
O -2.9287 -2.0188 -3.7196 3.201 2.002 0.288 0.20
N -0.0094 -1.9284 1.5270 0.007 0.675 -2.232 0.18
C -0.0100 -1.9230 0.1713 -0.004 -0.228 1.610 -0.13
N -0.0036 -0.6952 -0.3024 0.007 0.399 -1.348 -0.02
C 0.0023 0.1494 0.8044 0.003 1.117 0.555 -0.24
C 0.0086 1.5264 0.9132 -0.001 0.254 0.050 -0.01
C 0.0106 2.1142 2.1719 0.008 0.478 -0.466 -0.04
C 0.0069 1.3293 3.3262 -0.009 -0.977 0.329 -0.03
C 0.0000 -0.0729 3.2450 0.009 0.611 0.487 0.04
C -0.0013 -0.6118 1.9677 -0.011 -0.565 -0.103 -0.17
H -0.0141 -2.7573 2.0564 -0.005 -1.022 0.853 0.17
H -0.0154 -2.8020 -0.4224 -0.004 -0.668 -0.222 0.13
H 0.0110 2.0830 0.0019 0.003 0.710 -0.333 0.10
H 0.0158 3.2129 2.2824 -0.004 -0.773 -0.220 0.14
H 0.0087 1.8293 4.2950 -0.001 -0.283 -0.227 0.13
H -0.0038 -0.7307 4.1261 0.003 0.500 -0.414 0.14

# 3
15
Properties=species:S:1:pos:R:3:forces:R:3:lowdin_charge:R:1 method="wB97M-V/def2-TZVPD" lumo_energy_ev="-0.54 / -0.54" relative_energy_kcal_mol=115.0 total_energy_ha=-304.65215 homo_ev="-7.8889 / -7.8883" gap_ev="7.353 / 7.352"
C -1.6049 -1.3603 0.3474 -0.483 -0.296 0.355 -0.15
N -1.2577 -0.0184 -0.0560 3.652 0.525 2.401 0.01
C -0.2649 0.5122 0.6916 -5.540 0.950 -1.071 -0.22
C 0.2592 1.7899 0.0436 -0.153 -0.664 -0.083 -0.19
C 1.0959 1.0308 -0.9475 -0.114 -0.460 1.225 -0.10
C 1.4269 -0.1409 -0.3527 1.371 1.831 -3.233 -0.27
N 2.0771 -1.1554 -0.1797 0.695 -0.833 -0.224 0.15
H -0.6953 -1.9851 0.4300 -0.365 0.127 -0.074 0.08
H -2.1121 -1.3596 1.3199 0.046 -0.154 0.000 0.08
H -2.2876 -1.7975 -0.3840 0.115 -0.017 0.084 0.07
H -0.1490 0.2838 1.7605 0.483 -0.509 -0.400 0.14
H -0.5268 2.3981 -0.4103 -0.033 -0.108 0.291 0.11
H 0.8806 2.3624 0.7397 -0.173 0.148 -0.225 0.10
H 1.1338 1.2236 -2.0146 1.151 0.202 0.258 0.11
H 2.0249 -1.7833 -0.9880 -0.652 -0.740 0.697 0.09

# 4
45
Properties=species:S:1:pos:R:3:forces:R:3:lowdin_charge:R:1 method="wB97M-V/def2-TZVPD" lumo_energy_ev=-0.06 relative_energy_kcal_mol=161.6 total_energy_ha=-1146.38256 homo_ev=-9.7256 gap_ev=9.665
H -0.2655 0.3629 0.0705 1.347 -0.932 -1.888 0.09
H 0.2860 -0.9696 -0.0996 0.657 -2.000 1.103 -0.02
H 0.2106 4.5338 -1.1911 0.821 1.229 0.032 0.06
H -0.5188 5.6633 -0.7132 -1.094 0.916 0.536 0.00
H -2.6577 0.3739 -3.9752 -0.445 0.099 -0.099 0.01
H -3.8034 0.2042 -5.0137 -1.104 -0.451 0.185 0.00
H -1.3697 -2.1662 3.5845 1.416 3.025 1.510 0.10
H -0.4388 -1.6907 4.7515 -0.415 0.543 0.205 0.04
H 3.9710 -2.5374 1.8809 0.390 0.199 -0.601 0.03
H 2.5016 -2.3072 2.2696 0.593 -0.279 -0.150 0.00
H 2.6006 -3.6319 -2.5312 -0.907 -1.069 0.362 0.04
H 1.5371 -4.7704 -2.0967 -1.391 -1.364 -1.489 0.00
H 2.4974 1.4066 0.7169 2.272 -1.107 -1.939 -0.05
H 2.1838 2.3567 1.7748 -0.415 -0.287 -0.154 0.07
H 2.8118 -1.4506 -2.4583 1.589 -0.436 -1.474 -0.01
H 1.3710 -1.6468 -2.0668 1.481 1.134 0.693 0.07
H -3.4550 3.8851 -1.5163 -1.998 0.203 1.498 -0.01
H -2.6201 4.2496 -2.6308 0.452 -0.883 0.446 0.06
H 1.6801 -0.8145 3.1343 -0.402 2.379 -1.077 0.08
H 2.4856 -0.1067 2.0629 0.186 0.379 -0.241 0.02
H -1.3727 -1.9179 1.3242 -0.520 -0.419 -1.256 0.03
H -0.0324 -2.2205 1.9782 -1.454 1.266 0.131 0.10
H -1.6744 -4.8218 0.4062 1.102 -0.983 0.321 0.02
H -3.0308 -4.2929 0.3380 0.170 0.490 -0.309 0.05
H -2.0227 2.1084 0.9974 0.057 0.048 0.091 0.03
H -3.3372 2.1134 1.8259 0.507 0.061 -0.666 0.06
H 3.0836 3.1983 -0.2232 -0.618 -0.029 -0.149 0.05
H 4.5263 2.9007 0.1496 -2.344 -1.693 -0.621 0.13
H -3.3520 0.6622 -1.0245 -0.002 0.551 -0.440 0.03
H -2.0357 0.0029 -1.2022 -0.311 0.938 -1.190 0.03
O 0.1821 -0.2261 -0.6429 -2.350 3.125 1.138 -0.07
O 0.3653 5.5023 -0.9996 0.217 -2.260 -0.578 -0.08
O -2.9234 0.5080 -4.8990 1.525 0.429 0.055 -0.06
O -0.9054 -1.3152 3.9798 -0.883 -2.850 4.137 -0.15
O 3.3134 -2.7788 2.5205 -0.939 -0.045 0.606 -0.04
O 2.1643 -4.1538 -1.8277 2.223 2.191 1.144 -0.04
O 1.7761 1.7218 1.1672 -3.522 2.648 1.502 -0.08
O 2.2184 -1.1707 -1.8045 -2.559 -0.596 0.554 -0.07
O -2.6556 3.6033 -1.8872 1.666 0.864 -1.927 -0.05
O 1.6590 0.0293 2.5279 0.016 -4.438 2.993 -0.10
O -0.8371 -1.6198 2.0499 1.663 -1.801 -4.795 -0.13
O -2.1212 -4.0604 0.0841 -1.244 0.563 0.031 -0.04
O -2.9748 2.2188 0.9236 -0.648 -0.123 0.629 -0.06
O 3.6178 2.4251 -0.0306 4.700 2.427 -0.260 -0.09
O -2.6384 0.6391 -1.6843 0.514 -1.661 1.401 -0.08

# 5
54
Properties=species:S:1:pos:R:3:forces:R:3:lowdin_charge:R:1 method="wB97M-V/def2-TZVPD" lumo_energy_ev=-3.89 relative_energy_kcal_mol=10.5 charge=+1 total_energy_ha=-1789.80793 homo_ev=-10.8805 gap_ev=6.988
Au 0.4960 -0.5051 -0.0212 0.147 -0.121 0.809 0.79
C 0.7018 -4.1443 1.5802 -0.084 0.007 -0.036 -0.25
P 1.4664 -2.7186 0.7577 -0.197 0.049 -0.427 0.79
C 2.9368 -2.3848 1.7786 -0.085 0.093 -0.013 -0.25
C 2.1658 -3.4273 -0.7896 0.064 0.135 -0.004 -0.40
C 2.9089 -2.3561 -1.6038 -0.133 -0.007 0.088 -0.39
P 1.8303 -0.9113 -1.9476 0.155 -0.064 0.059 0.75
C 2.9319 0.3482 -2.6295 -0.028 0.052 0.049 -0.24
C 0.7719 -1.4403 -3.3211 -0.011 -0.007 0.033 -0.23
H 1.4350 -4.9384 1.7285 0.008 0.016 0.006 0.06
H -0.1217 -4.5292 0.9781 0.043 0.001 0.009 0.04
H 0.3096 -3.8373 2.5496 -0.009 -0.014 0.013 0.05
H 3.5851 -3.2616 1.8123 -0.004 0.000 0.009 0.06
H 2.6208 -2.1347 2.7916 0.002 -0.003 -0.005 0.05
H 3.4944 -1.5349 1.3855 0.003 -0.017 -0.007 0.04
H 1.3225 -3.8221 -1.3630 0.006 -0.033 -0.002 0.08
H 2.8266 -4.2668 -0.5641 0.014 0.005 0.024 0.10
H 3.2818 -2.7666 -2.5439 -0.011 -0.005 -0.022 0.10
H 3.7751 -1.9832 -1.0509 0.007 -0.020 0.001 0.08
H 3.5306 -0.0604 -3.4436 0.001 -0.001 -0.016 0.06
H 3.5909 0.7215 -1.8453 0.013 -0.003 -0.022 0.05
H 2.3406 1.1830 -3.0062 0.009 -0.001 -0.004 0.05
H 1.3790 -1.7723 -4.1645 -0.019 0.001 -0.008 0.06
H 0.1366 -0.6122 -3.6340 0.007 0.013 -0.004 0.05
H 0.1217 -2.2543 -2.9970 0.004 0.002 -0.008 0.04
C -1.2477 -0.3129 1.1897 0.207 -0.245 -0.190 -0.17
C -2.0514 -1.0005 0.1495 -0.009 0.027 0.149 -0.34
C -2.1787 -2.3963 0.1306 -0.044 -0.008 -0.011 -0.06
C -2.7936 -3.0411 -0.9281 0.041 -0.036 0.083 -0.02
C -3.2906 -2.2956 -1.9948 -0.175 -0.203 -0.332 -0.23
C -3.2040 -0.9052 -1.9783 -0.028 0.069 -0.040 -0.02
C -2.5915 -0.2672 -0.9169 0.015 0.004 -0.015 -0.03
C -3.8897 -2.9725 -3.1282 0.131 0.131 0.288 -0.17
N -4.3395 -3.5232 -4.0311 0.038 0.057 0.057 0.17
H -1.1589 -0.8465 2.1323 -0.033 -0.022 -0.041 0.07
H -1.4961 0.7320 1.3344 -0.017 -0.130 0.011 0.04
H -1.7994 -2.9697 0.9700 -0.050 0.040 -0.063 0.10
H -2.8954 -4.1187 -0.9353 -0.004 0.020 -0.001 0.12
H -3.6199 -0.3346 -2.7986 0.012 -0.010 0.018 0.13
H -2.5201 0.8146 -0.8990 -0.014 -0.022 -0.003 0.11
F -2.6986 4.8549 3.0281 -0.022 0.022 0.013 0.08
C -1.8433 4.0731 2.3558 -0.036 0.028 0.029 -0.28
C -1.9534 3.9929 0.9812 0.008 -0.022 -0.034 0.01
C -1.0633 3.1825 0.2948 0.107 -0.044 0.091 -0.05
C -0.0729 2.4614 0.9693 -0.046 0.103 0.048 -0.36
C 0.8664 1.6005 0.2233 -0.111 -0.043 -0.417 -0.20
C -0.0023 2.5681 2.3631 -0.011 0.075 -0.142 -0.05
C -0.8811 3.3779 3.0639 0.055 -0.063 -0.021 0.01
H -2.7166 4.5637 0.4691 0.012 -0.010 0.023 0.13
H -1.1324 3.1170 -0.7860 0.026 0.000 0.022 0.12
H 1.8210 1.4793 0.7401 -0.008 0.106 -0.051 0.06
H 1.0230 1.9602 -0.7914 0.078 0.088 0.076 0.04
H 0.7554 2.0131 2.9061 -0.016 0.011 -0.033 0.12
H -0.8302 3.4789 4.1401 -0.007 -0.001 -0.036 0.13

# 6
54
Properties=species:S:1:pos:R:3:forces:R:3:lowdin_charge:R:1 method="wB97M-V/def2-TZVPD" lumo_energy_ev=-3.75 charge=+1 total_energy_ha=-1743.26639 homo_ev=-11.1541 gap_ev=7.406
C -1.7223 1.5859 1.1900 0.795 0.082 -0.320 -0.27
C -1.2940 1.9694 -0.1351 0.411 -0.142 0.752 -0.27
C 0.1406 1.9781 -0.1478 -0.389 -0.220 0.249 -0.25
C 0.6130 1.5912 1.1590 -1.025 -0.043 -0.416 -0.23
C -0.5380 1.3692 1.9873 -0.258 0.036 -0.590 -0.26
Ti -0.7096 -0.2683 0.2228 2.258 0.788 1.061 1.02
C 0.6525 -2.4738 0.6239 -0.854 -0.820 0.043 -0.36
C -0.6971 -2.5018 0.9925 1.096 0.446 0.258 -0.22
H -1.3763 -3.1069 0.3803 0.260 0.168 0.023 0.12
C -1.2473 -1.5961 1.9681 0.000 -0.067 -0.487 -0.13
H -0.6443 -1.3814 2.8592 -0.341 0.036 -0.438 0.06
H -2.3197 -1.6878 2.1787 0.347 -0.031 0.080 0.08
C 1.1269 -3.3785 -0.4884 0.101 -0.106 -0.078 -0.05
H 0.3132 -3.6077 -1.1945 0.319 0.033 0.256 0.09
H 1.9515 -2.9183 -1.0574 -0.325 -0.149 0.222 0.09
H 1.5029 -4.3287 -0.0581 -0.169 0.428 -0.173 0.10
C 1.7385 -1.9808 1.5595 0.009 0.371 -0.043 -0.03
H 1.3587 -1.3182 2.3528 0.190 -0.243 -0.247 0.06
H 2.2180 -2.8545 2.0475 -0.311 0.366 -0.267 0.12
H 2.5340 -1.4487 1.0114 -0.283 -0.208 0.138 0.09
C -2.1833 2.3807 -1.2756 -0.039 -0.063 -0.169 -0.01
H -3.1375 1.8311 -1.2614 0.287 0.260 0.002 0.08
H -2.4087 3.4628 -1.2226 0.099 -0.482 -0.014 0.11
H -1.6967 2.1809 -2.2438 -0.185 0.110 0.333 0.09
C 0.9803 2.5111 -1.2725 0.064 0.248 -0.097 -0.02
H 0.6053 2.1801 -2.2534 0.153 0.146 0.362 0.09
H 0.9564 3.6175 -1.2462 0.001 -0.441 -0.006 0.11
H 2.0283 2.1891 -1.1913 -0.459 0.263 -0.026 0.08
C 2.0429 1.6216 1.6229 0.228 -0.129 0.058 -0.01
H 2.7382 1.3236 0.8215 -0.246 0.175 0.361 0.07
H 2.3275 2.6429 1.9422 -0.196 -0.434 -0.161 0.11
H 2.2080 0.9504 2.4811 -0.054 0.272 -0.311 0.08
C -0.5076 1.1379 3.4711 -0.018 -0.022 0.189 -0.03
H 0.3458 0.5081 3.7740 -0.313 0.247 -0.096 0.08
H -0.4047 2.1059 3.9975 -0.039 -0.411 -0.229 0.11
H -1.4319 0.6584 3.8288 0.352 0.190 -0.113 0.08
C -3.1475 1.5317 1.6689 -0.063 -0.112 0.157 -0.02
H -3.2538 0.8533 2.5307 0.026 0.288 -0.265 0.08
H -3.4962 2.5345 1.9816 0.116 -0.471 -0.182 0.11
H -3.8205 1.1712 0.8741 0.126 0.248 0.232 0.08
C 0.5307 -0.5544 -1.5775 0.190 0.053 -0.160 -0.20
C -0.0598 -1.0042 -2.7844 0.413 0.174 0.435 -0.13
C 1.9070 -0.2277 -1.6452 -0.107 -0.377 -0.189 -0.17
C 0.6762 -1.1183 -3.9762 0.108 0.038 0.072 -0.08
H -1.1207 -1.2765 -2.8003 0.218 0.060 -0.203 0.08
C 2.6534 -0.3379 -2.8274 -0.310 -0.134 0.064 -0.07
H 2.4221 0.1317 -0.7453 -0.183 -0.257 -0.415 0.07
C 2.0374 -0.7855 -4.0057 -0.243 0.014 0.267 -0.08
H 0.1790 -1.4724 -4.8871 0.218 0.160 0.391 0.11
H 3.7172 -0.0715 -2.8289 -0.456 -0.119 0.000 0.11
H 2.6124 -0.8739 -4.9342 -0.280 0.036 0.411 0.11
O -2.4748 -0.7849 -0.5652 -1.341 -1.258 -0.222 -0.05
H -3.0842 -1.0383 0.1696 0.287 0.371 -0.576 0.12
H -2.3414 -1.6215 -1.0716 -0.188 0.631 0.080 0.12